# C40H46IMnN6O8S3

C40H46IMnN6O8S3 as an isolated structure (ωB97M-V with the def2-TZVPD basis set, the OMol25 dataset).

Last column: Löwdin spin population.
Element x y z (Å)
Mn -0.31717 -0.48371 0.35444  4.698
O -1.87914 0.92354 0.29809  0.036
S -2.18456 2.17687 1.08989  0.008
C -2.31105 3.42923 -0.21542  0.002
C -3.20401 3.11420 -1.41746  0.000
C -2.95810 1.80639 -2.18292  0.000
C -1.51818 1.61100 -2.62827  0.000
S -1.05400 -0.12015 -2.93393  0.006
O -1.29875 -0.87056 -1.64843  0.034
C -2.43864 -0.56025 -3.97711  0.002
C -3.44695 -1.35863 -3.46822  0.000
C -4.51612 -1.69639 -4.28815  0.000
C -4.56179 -1.23721 -5.59762  0.000
C -3.53438 -0.44576 -6.09906  0.000
C -2.46059 -0.11028 -5.28964  0.000
C -3.91294 2.03735 1.51097  0.002
C -4.57344 0.85211 1.24534  0.000
C -5.91049 0.73449 1.60176  0.000
C -6.56278 1.79284 2.21951  0.000
C -5.88051 2.97241 2.49415  0.000
C -4.54481 3.09712 2.14695  0.000
H -1.26586 3.57994 -0.49916  0.000
H -2.63762 4.34961 0.27290  0.000
H -3.08886 3.95854 -2.10507  0.000
H -4.24686 3.12920 -1.09507  0.000
H -3.60433 1.80449 -3.06247  0.000
H -3.25240 0.95882 -1.56566  0.000
H -0.79839 1.91215 -1.86751  0.000
H -1.27670 2.15057 -3.54865  0.000
H -3.38059 -1.70502 -2.44344  0.000
H -5.31322 -2.31914 -3.90362  0.000
H -5.39575 -1.50287 -6.23354  0.000
H -3.56758 -0.09646 -7.12243  0.000
H -1.64838 0.49463 -5.67867  0.000
H -4.03573 0.03655 0.77599  0.000
H -6.43989 -0.18796 1.40279  0.000
H -7.60402 1.69663 2.49686  0.000
H -6.38860 3.79301 2.98303  0.000
H -4.00371 4.00869 2.37440  0.000
I -2.08263 -2.91353 0.86362  0.044
C -0.52570 -3.66933 2.06728  0.001
C -0.82942 -4.76924 2.81644  0.003
C 0.16934 -5.39417 3.58998  -0.001
C 1.44283 -4.91042 3.56301  0.002
C 1.77217 -3.76996 2.78704  0.000
C 3.10810 -3.30018 2.76146  0.008
C 3.43080 -2.19993 2.02533  0.000
C 2.42351 -1.51993 1.30011  0.014
C 1.09674 -1.90595 1.27497  0.010
C 0.77485 -3.08551 2.02592  0.006
H -1.83445 -5.16903 2.81753  0.001
H -0.08581 -6.25800 4.18968  0.000
H 2.22700 -5.38599 4.14076  0.000
H 3.85442 -3.82455 3.34745  0.000
H 4.45140 -1.83157 2.01057  0.000
H 2.73530 -0.64246 0.74051  0.002
O 0.98413 1.46432 0.55902  0.033
C 1.63267 1.20540 -0.48695  0.008
O 1.35452 0.25182 -1.24927  0.031
C 2.81771 2.06977 -0.82702  0.001
C 3.60824 1.75229 -1.91965  0.001
C 4.71198 2.53273 -2.19742  0.000
C 5.05607 3.62994 -1.43262  0.001
C 4.24430 3.92025 -0.35415  0.000
C 3.13398 3.16365 -0.03750  0.001
N 4.58235 5.07379 0.49889  0.000
O 3.85359 5.29699 1.44540  0.000
O 5.58506 5.69592 0.22429  0.000
N 5.56315 2.17071 -3.34410  0.000
O 6.48338 2.91078 -3.61426  0.000
O 5.29383 1.14152 -3.93441  0.000
H 3.36453 0.90279 -2.53974  0.000
H 5.92362 4.22995 -1.66362  0.000
H 2.51872 3.41851 0.81343  0.000
C 1.38114 3.01267 3.74867  0.000
N 0.55272 1.89021 3.33136  0.000
C -0.40038 1.22635 3.98758  0.004
S -1.15838 -0.10882 3.24527  0.028
N -0.81673 1.57751 5.21864  0.002
C -0.34649 2.61234 6.13030  0.001
H 2.17773 3.12037 3.01558  0.000
H 1.84909 2.83686 4.71389  0.000
H 0.82880 3.95223 3.77886  0.000
H 0.69276 1.56945 2.38183  0.000
H -1.50239 0.93379 5.57849  0.001
H -0.27516 3.57908 5.64033  0.000
H 0.61332 2.36540 6.58464  0.000
H -1.08117 2.70235 6.92626  0.000
N 3.53021 -4.48408 -2.16248  0.000
C 2.72562 -4.92554 -0.96102  0.000
C 1.27149 -4.53211 -1.19514  0.000
N 1.13542 -3.13882 -1.51626  0.003
C 1.92967 -2.66982 -2.61651  0.000
C 3.40791 -3.00462 -2.43578  0.000
H 3.19461 -4.99426 -2.98364  0.000
H 4.51059 -4.73586 -2.03714  0.000
H 3.12870 -4.39424 -0.09691  0.000
H 2.87612 -5.99797 -0.84300  0.000
H 0.71804 -4.74623 -0.28033  0.000
H 0.83989 -5.15409 -1.99106  0.000
H 1.16364 -2.53505 -0.69996  0.003
H 1.83297 -1.58681 -2.68761  0.000
H 1.56838 -3.10098 -3.56107  0.000
H 3.81133 -2.49588 -1.56044  0.000
H 4.01722 -2.78079 -3.31087  0.000

Cartesian forces, eV/Å:
Mn 0.225 -0.094 0.124
O -0.166 0.124 0.094
S -0.089 -0.030 -0.231
C 0.109 -0.064 -0.024
C 0.007 0.049 0.018
C -0.037 -0.037 0.063
C 0.094 -0.006 -0.034
S -0.088 -0.028 0.019
O -0.006 0.042 -0.043
C 0.067 -0.041 0.027
C -0.034 -0.029 0.068
C 0.026 0.034 -0.043
C 0.020 -0.006 0.033
C -0.025 -0.006 0.012
C 0.019 0.023 -0.029
C 0.045 -0.014 0.030
C 0.004 -0.069 -0.049
C -0.008 0.056 0.034
C 0.033 -0.038 -0.028
C -0.009 -0.002 -0.015
C -0.003 0.005 0.001
H -0.015 0.004 -0.023
H -0.019 -0.006 0.029
H -0.007 0.002 0.020
H -0.016 -0.018 0.014
H -0.030 0.018 0.015
H 0.001 0.018 -0.005
H 0.035 -0.005 0.034
H -0.008 -0.030 0.002
H 0.001 0.006 -0.054
H 0.007 0.003 -0.002
H 0.003 0.004 -0.002
H 0.002 -0.004 0.002
H -0.014 -0.014 -0.001
H -0.023 0.041 0.028
H 0.003 0.006 0.002
H 0.001 0.003 0.001
H 0.006 -0.008 0.003
H -0.006 -0.001 0.009
I 0.097 -0.020 0.129
C -0.076 0.011 -0.047
C -0.069 -0.009 -0.017
C 0.060 0.007 0.005
C -0.026 0.008 -0.020
C -0.113 -0.019 -0.026
C 0.037 -0.016 0.011
C -0.009 0.056 -0.046
C -0.007 -0.081 0.049
C -0.035 0.119 -0.075
C 0.134 -0.028 -0.013
H 0.011 0.003 0.001
H 0.008 0.007 -0.003
H -0.010 -0.001 0.000
H 0.001 0.007 -0.004
H -0.014 -0.005 0.011
H 0.019 -0.005 0.027
O -0.025 0.080 -0.062
C 0.007 -0.095 -0.092
O -0.010 0.058 0.033
C -0.057 -0.019 0.029
C 0.006 -0.084 -0.052
C -0.083 0.041 0.091
C 0.132 0.085 -0.038
C -0.082 -0.052 -0.122
C -0.071 0.038 0.089
N 0.251 -0.009 0.265
O -0.031 0.033 -0.107
O -0.147 0.009 -0.052
N 0.207 -0.040 -0.103
O -0.118 -0.060 0.016
O -0.009 0.066 0.024
H -0.013 0.012 0.013
H -0.014 -0.006 0.005
H 0.033 -0.010 -0.060
C -0.014 -0.041 -0.040
N 0.027 0.058 0.106
C -0.010 0.053 0.011
S -0.071 0.037 0.006
N 0.032 -0.054 0.037
C -0.038 -0.020 -0.026
H -0.016 -0.028 0.011
H 0.008 0.005 -0.017
H 0.008 0.016 -0.011
H 0.105 0.007 0.036
H 0.018 0.027 -0.008
H -0.027 -0.016 0.026
H 0.008 -0.012 -0.001
H -0.012 -0.016 0.005
N 0.073 -0.062 -0.002
C -0.022 0.051 0.069
C 0.122 0.064 0.089
N -0.394 -0.083 -0.340
C 0.126 -0.041 0.096
C -0.027 0.074 0.015
H 0.018 0.013 0.033
H -0.045 0.011 -0.006
H 0.031 0.007 -0.006
H 0.002 -0.005 -0.010
H -0.040 -0.022 -0.025
H 0.032 0.028 -0.026
H 0.004 0.019 0.004
H -0.023 0.002 -0.022
H 0.020 -0.029 0.028
H 0.008 -0.012 0.015
H 0.006 -0.005 -0.006

Computed properties:
Kohn-Sham gap (alpha / beta): 6.48 / 6.88 eV
multiplicity: 6
strongest force on any atom: 0.01025 Eh/bohr
energy relative to the best compared isomer or geometry (same formula, charge and spin): 0.5079 eV
charge: +1
E_tot: -5125.23460 Ha
HOMO level (alpha / beta): -9.210 / -9.616 eV